Entry 1:
{
  "formula": "C35H52P3ReSSb",
  "method": "the ωB97M-V functional and the def2-TZVPD basis",
  "species": ["Re", "P", "P", "P", "H", "C", "C", "H", "C", "C", "C", "C", "C", "C", "C", "C", "C", "H", "H", "H", "H", "H", "H", "H", "H", "H", "H", "H", "H", "H", "H", "H", "H", "H", "H", "H", "H", "H", "H", "H", "H", "H", "H", "H", "H", "H", "C", "C", "C", "C", "C", "C", "S", "H", "H", "H", "H", "H", "H", "C", "C", "C", "C", "C", "C", "Sb", "C", "C", "C", "C", "C", "C", "C", "C", "C", "C", "C", "C", "H", "H", "H", "H", "H", "H", "H", "H", "H", "H", "H", "H", "H", "H", "H"],
  "coordinates": [[0.77, -0.68, -1.07], [-0.35, -0.31, -3.01], [0.20, -2.85, -0.77], [2.82, -1.13, -1.93], [5.25, 4.75, 2.32], [5.88, 4.89, 1.44], [5.51, 5.73, 0.45], [4.51, 6.20, 0.44], [-1.91, 0.64, -2.93], [-0.85, -1.73, -4.03], [0.61, 0.71, -4.20], [0.88, -3.50, 0.81], [-1.57, -3.37, -0.68], [0.75, -4.14, -1.95], [3.90, 0.32, -2.21], [2.97, -1.99, -3.54], [3.88, -2.17, -0.86], [6.90, 4.45, 1.48], [6.24, 6.06, -0.31], [-1.76, 1.65, -2.53], [-2.64, 0.13, -2.29], [-2.32, 0.72, -3.95], [-1.47, -2.43, -3.46], [0.02, -2.27, -4.41], [-1.43, -1.34, -4.87], [1.05, 1.59, -3.70], [-0.12, 1.05, -4.96], [1.40, 0.13, -4.68], [0.37, -4.45, 1.04], [0.70, -2.80, 1.64], [1.96, -3.67, 0.73], [-1.62, -4.46, -0.72], [-2.14, -2.97, -1.52], [-2.05, -3.01, 0.24], [0.29, -5.09, -1.63], [1.84, -4.27, -1.95], [0.43, -3.91, -2.97], [4.87, -0.08, -2.53], [4.02, 0.90, -1.29], [3.48, 0.95, -3.00], [4.00, -2.38, -3.58], [2.82, -1.28, -4.37], [2.27, -2.83, -3.63], [4.87, -2.19, -1.32], [3.50, -3.20, -0.78], [3.95, -1.74, 0.15], [2.03, 1.85, 0.35], [2.63, 0.84, 1.11], [3.76, 1.13, 1.87], [4.15, 2.48, 1.98], [3.41, 3.50, 1.37], [2.43, 3.19, 0.46], [0.72, 1.67, -0.79], [0.34, -0.11, 0.59], [2.18, -0.15, 1.10], [4.33, 0.32, 2.34], [5.08, 2.71, 2.51], [3.60, 4.56, 1.51], [1.97, 3.93, -0.19], [-6.17, -2.36, 0.45], [-5.78, -1.42, -0.51], [-4.55, -0.76, -0.39], [-3.69, -1.09, 0.66], [-4.09, -1.98, 1.65], [-5.33, -2.63, 1.53], [-1.66, -0.07, 0.73], [-2.78, 1.84, 0.96], [-2.54, 2.92, 0.11], [-3.43, 4.00, 0.11], [-4.52, 4.03, 0.99], [-4.72, 2.95, 1.87], [-3.84, 1.87, 1.86], [-1.21, -0.30, 2.87], [-1.05, 0.84, 3.65], [-0.77, 0.72, 5.02], [-0.64, -0.54, 5.60], [-0.78, -1.69, 4.81], [-1.06, -1.57, 3.44], [-7.13, -2.87, 0.35], [-6.43, -1.20, -1.36], [-4.27, 0.02, -1.11], [-3.45, -2.20, 2.51], [-5.65, -3.35, 2.28], [-1.68, 2.92, -0.55], [-3.27, 4.84, -0.57], [-5.21, 4.87, 0.99], [-5.56, 2.97, 2.57], [-4.03, 1.03, 2.55], [-1.12, 1.84, 3.20], [-0.65, 1.62, 5.63], [-0.42, -0.64, 6.67], [-0.65, -2.69, 5.25], [-1.17, -2.48, 2.83]],
  "mulliken_charge": [2.42, 0.76, 0.84, 0.64, 0.55, -0.42, -0.15, 0.36, -1.02, -1.29, -1.17, -1.19, -1.02, -1.49, -1.19, -1.22, -1.20, 0.31, 0.32, 0.38, -0.09, 0.71, 0.32, 0.37, 0.59, 0.24, 0.56, 0.33, 0.51, 0.15, 0.40, 0.68, 0.19, 0.11, 0.62, 0.43, 0.37, 0.58, 0.25, 0.34, 0.54, 0.39, 0.29, 0.60, 0.36, 0.26, 1.35, -0.45, -1.43, -0.62, -0.69, -1.31, -0.49, -0.80, 0.76, 0.50, 0.33, 1.27, 0.50, -0.72, -0.80, -0.79, 1.26, -0.42, -0.70, -0.08, 0.92, -0.55, -0.68, -0.71, -0.70, -0.45, 1.25, -0.60, -0.76, -0.71, -1.03, -0.52, 0.44, 0.46, 0.50, 0.42, 0.48, 0.20, 0.45, 0.43, 0.46, 0.37, 0.44, 0.49, 0.45, 0.45, 0.53],
  "homo_lumo_gap_ev": [4.7, 2.8],
  "spin_multiplicity": 4,
  "homo_ev": [-17.82, -17.82],
  "charge": 4
}

Entry 2:
{
  "formula": "C36H30CaN5O2P2Te",
  "method": "the ωB97M-V functional and the def2-TZVPD basis",
  "species": ["Ca", "Te", "C", "C", "C", "N", "C", "C", "C", "P", "C", "C", "C", "C", "C", "C", "C", "C", "C", "C", "C", "C", "P", "C", "C", "C", "C", "C", "C", "C", "C", "C", "C", "C", "C", "H", "H", "H", "H", "H", "H", "H", "H", "H", "H", "H", "H", "H", "H", "H", "H", "H", "H", "H", "H", "H", "H", "H", "H", "N", "C", "C", "N", "C", "C", "N", "C", "C", "N", "H", "H", "H", "H", "H", "H", "O", "O"],
  "coordinates": [[-1.76, 1.16, 1.04], [1.56, -2.63, -0.98], [3.40, -1.93, -1.73], [3.98, -0.75, -1.30], [5.17, -0.34, -1.87], [5.82, -1.03, -2.80], [5.26, -2.17, -3.20], [4.06, -2.66, -2.71], [0.73, -0.84, -0.34], [-0.29, -0.27, -1.58], [-1.75, -1.24, -1.96], [-2.11, -2.27, -1.10], [-3.25, -3.02, -1.34], [-4.04, -2.73, -2.44], [-3.69, -1.70, -3.30], [-2.55, -0.95, -3.06], [0.60, 0.10, -3.08], [1.33, 1.28, -3.15], [2.13, 1.54, -4.25], [2.21, 0.62, -5.28], [1.48, -0.56, -5.22], [0.67, -0.82, -4.13], [0.42, -0.58, 1.42], [1.68, -1.52, 2.31], [2.98, -1.06, 2.48], [3.91, -1.84, 3.13], [3.55, -3.09, 3.63], [2.25, -3.55, 3.48], [1.32, -2.76, 2.83], [0.96, 1.18, 1.72], [1.72, 1.89, 0.79], [2.09, 3.21, 1.04], [1.70, 3.83, 2.22], [0.93, 3.14, 3.14], [0.55, 1.83, 2.89], [3.50, -0.14, -0.53], [5.64, 0.58, -1.54], [5.80, -2.72, -3.97], [3.67, -3.59, -3.11], [-1.48, -2.50, -0.24], [-3.51, -3.83, -0.67], [-4.93, -3.32, -2.64], [-4.31, -1.48, -4.16], [-2.29, -0.14, -3.73], [1.26, 2.01, -2.35], [2.69, 2.46, -4.30], [2.85, 0.82, -6.13], [1.54, -1.28, -6.03], [0.12, -1.75, -4.08], [3.27, -0.09, 2.09], [4.93, -1.48, 3.25], [4.29, -3.70, 4.14], [1.97, -4.52, 3.87], [0.30, -3.12, 2.71], [2.01, 1.39, -0.13], [2.69, 3.74, 0.31], [1.99, 4.85, 2.41], [0.63, 3.62, 4.07], [-0.04, 1.29, 3.63], [-4.85, 3.59, 3.02], [-4.10, 4.74, 2.91], [-2.90, 4.35, 2.39], [-2.91, 3.00, 2.16], [-4.10, 2.57, 2.55], [-4.51, 1.17, 2.49], [-3.69, 0.18, 2.17], [-4.44, -0.97, 2.24], [-5.71, -0.67, 2.62], [-5.74, 0.70, 2.78], [-5.78, 3.54, 3.39], [-4.48, 5.69, 3.22], [-2.04, 4.96, 2.16], [-4.01, -1.93, 2.02], [-6.58, -1.28, 2.79], [-6.56, 1.24, 3.02], [-2.33, 1.35, -1.01], [-0.85, 1.21, -1.10]],
  "mulliken_charge": [2.63, 0.55, 0.21, 0.26, -0.57, -0.60, -0.39, -0.48, -0.49, 1.54, 0.77, -0.55, -0.76, -0.56, -0.76, -0.64, 0.19, -0.47, -0.81, -0.49, -0.76, -0.30, 0.77, 0.34, -0.19, -0.82, -0.51, -0.71, -0.26, -0.92, 0.73, -0.94, -0.72, -0.66, 0.21, 0.16, 0.37, 0.38, 0.36, 0.25, 0.50, 0.41, 0.44, 0.50, 0.37, 0.44, 0.42, 0.43, 0.40, 0.28, 0.42, 0.41, 0.41, 0.36, -0.02, 0.49, 0.42, 0.48, 0.45, -0.12, -0.53, -0.65, -0.18, 0.00, 0.16, -0.33, -0.45, -0.71, -0.13, 0.18, 0.43, 0.48, 0.50, 0.42, 0.18, -0.68, -0.59],
  "homo_lumo_gap_ev": 7.1,
  "homo_ev": -9.58,
  "charge": 1
}

The records above give, respectively, E values of -84463.840; -93669.140 eV.